A cluster of 3 separate species, C8H5F2NO4 in total, computed with ωB97M-V/def2-TZVPD.

Output
highest occupied orbital energy (spin up / spin down): -1.73 / -3.17 eV
multiplicity: 3
strongest force on any atom: 6.24 eV/Å
total charge: -2
total energy: -23488.408 eV

Last column: Löwdin charge in e.
Positions of all 20 atoms, in Å:
C1 -1.02352 -0.28880 -0.66588  0.01
C2 0.01250 0.56979 -1.21155  -0.05
C3 -1.51115 0.00041 0.57022  -0.06
C4 -0.93947 0.97836 1.46034  -0.18
C5 -2.61460 -1.01490 1.15540  -0.82
C6 4.38802 -2.28927 -3.80808  -0.77
C7 -0.08206 1.72575 0.67195  -0.10
C8 -1.39456 1.29816 2.82743  -0.04
N1 0.34355 1.60626 -0.46420  0.07
O1 -3.62031 -0.47755 1.43779  0.04
O2 4.83154 -1.17872 -3.74025  0.00
O3 -2.24857 -2.14534 1.30428  0.02
O4 3.79800 -3.02138 -4.58421  -0.04
F1 0.43535 3.86523 1.68761  -0.32
F2 4.78131 -3.09168 -2.56595  -0.19
H1 -1.36776 -1.03956 -1.26376  0.08
H2 0.53153 0.35276 -2.09022  0.09
H3 -1.85518 0.39361 3.18215  0.07
H4 -1.99219 2.20746 2.72732  0.10
H5 -0.47242 1.54941 3.36963  0.09

Cartesian forces (eV/Å) of the 2 atoms listed first:
C 2.433 3.589 -0.565
C -2.509 -1.003 2.126